No. 1
{"formula": "C9H14ClN", "method": "ωB97M-V/def2-TZVPD", "orbital_gap_ev": 9.9, "charge": 0, "de_lowest_ev": 3.7972, "homo_ha": -0.3360, "species": ["C", "C", "C", "C", "C", "C", "C", "C", "C", "N", "Cl", "H", "H", "H", "H", "H", "H", "H", "H", "H", "H", "H", "H", "H", "H"], "positions_angstrom": [[-3.839937, -2.643516, 0.013918], [-3.425141, -1.553525, -0.248379], [1.059900, -1.353323, 0.851909], [1.775425, -0.014356, 0.559122], [-0.396910, -1.265365, 0.371805], [0.710881, 1.030776, 0.480166], [-0.464157, 0.334260, -0.194250], [1.253602, 2.335592, -0.223710], [-2.851433, 0.544941, -0.607121], [-1.734234, 0.831416, 0.061926], [-4.314308, 1.344814, 0.020798], [-4.085367, -3.653546, 0.402084], [1.539260, -2.220708, 0.435771], [1.017825, -1.422544, 1.957590], [2.398350, 0.116725, 1.465300], [2.361356, 0.073977, -0.376258], [-0.691782, -2.140638, -0.141624], [-1.062314, -1.262285, 1.269409], [0.288746, 1.401472, 1.397529], [-0.402246, 0.407169, -1.368962], [1.512470, 2.186836, -1.281654], [2.091791, 2.773439, 0.204670], [0.476585, 3.081613, -0.203526], [-2.786400, 0.573946, -1.653366], [-1.721089, 1.239837, 1.026956]], "forces_ev_per_angstrom": [[-0.6, -2.9, 1.2], [1.1, 3.9, -1.1], [-0.5, 0.4, 0.5], [0.5, -0.7, 1.2], [0.7, 3.0, 1.5], [-0.2, 1.7, -1.4], [0.6, -3.6, -3.9], [-2.2, -1.5, -1.1], [-1.4, -1.6, 2.5], [-0.7, 2.6, 2.7], [1.0, -0.3, -0.4], [0.2, 1.4, -0.7], [0.5, -0.3, 0.0], [0.3, -0.4, -0.6], [0.3, 0.5, -0.9], [-0.1, -0.5, 0.5], [-0.5, -0.2, -1.4], [0.3, 0.1, -0.7], [0.2, -0.2, 1.2], [0.6, -0.6, 1.9], [-0.2, -0.3, 0.2], [1.6, 0.4, 1.3], [-0.4, 0.4, -0.1], [-0.1, -0.5, -1.3], [-1.2, -0.7, -1.2]], "mulliken_charge": [-0.161, -0.544, -0.713, -0.814, -0.941, 0.360, -0.098, -1.728, -0.027, -0.065, -0.156, 0.346, 0.363, 0.236, 0.324, 0.371, 0.495, 0.321, 0.321, 0.238, 0.368, 0.445, 0.403, 0.376, 0.280]}

***

No. 2
{"formula": "C7H18AgBNO3Si", "method": "ωB97M-V/def2-TZVPD", "multiplicity": 2, "orbital_gap_ev": [8.7, 6.7], "charge": 2, "s_squared": 0.754, "homo_ha": [-0.6451, -0.6440], "species": ["C", "C", "N", "C", "C", "Si", "C", "B", "O", "O", "C", "C", "O", "H", "H", "H", "H", "H", "H", "H", "H", "H", "H", "H", "H", "H", "H", "H", "H", "H", "H", "Ag"], "positions_angstrom": [[1.793469, -1.983097, 0.188580], [1.904932, -0.474387, -0.015441], [1.775537, -0.073308, -1.431073], [0.431042, 0.289638, -1.861574], [-0.683542, -0.774868, -1.639861], [-2.109013, -0.171726, -0.517425], [-1.983779, -0.572340, 1.350279], [-3.063732, 0.291485, 2.216365], [-3.508102, 1.471285, 1.740702], [-3.533089, -0.208753, 3.386182], [2.685489, 1.144118, -1.702071], [2.506122, 2.350309, -0.770184], [3.495039, 1.179224, -2.567786], [0.797895, -2.204783, 0.565992], [2.502896, -2.328386, 0.916275], [1.879293, -2.536000, -0.725652], [1.211222, 0.094334, 0.586205], [2.891852, -0.188534, 0.301300], [0.117678, 1.237685, -1.428755], [0.509679, 0.468151, -2.923246], [-0.295617, -1.743177, -1.373589], [-1.141099, -0.894355, -2.606029], [-3.340640, -0.799612, -1.018800], [-2.184416, 1.287572, -0.689676], [-0.986860, -0.365402, 1.807815], [-2.254969, -1.670968, 1.519368], [-2.943310, 2.186454, 2.041777], [-2.827404, -0.515682, 3.951531], [2.245317, 3.165863, -1.417720], [3.419970, 2.518187, -0.233350], [1.689220, 2.218832, -0.083731], [-1.001079, -2.397758, 2.433593]], "forces_ev_per_angstrom": [[-1.0, 0.2, 0.3], [1.0, -0.9, -0.5], [-1.0, 2.7, 1.9], [-0.4, -1.9, -1.0], [0.2, 0.9, 0.8], [-0.1, -0.3, -0.4], [0.2, 0.0, 0.1], [-0.1, -0.5, 0.1], [0.2, 0.0, -0.5], [0.2, 0.3, 0.1], [2.3, 0.6, -1.5], [-1.1, -1.2, 0.0], [-1.2, -0.7, 0.8], [-0.3, -0.2, 0.1], [0.5, -0.1, 0.2], [0.4, -0.3, -0.4], [-0.5, 0.1, 0.0], [0.5, 0.3, 0.0], [0.4, 0.4, 0.4], [0.1, 0.3, -0.5], [0.2, -0.3, 0.0], [-0.3, -0.2, -0.4], [0.0, -0.1, 0.2], [0.2, 0.0, 0.1], [-0.1, 0.6, -0.4], [-1.3, 0.8, -1.1], [-0.3, 0.7, 0.0], [-0.1, -0.6, 0.5], [0.2, 0.5, -0.4], [0.5, 0.1, 0.1], [-0.3, 0.0, 0.5], [1.1, -1.3, 1.0]], "mulliken_spin": [0.040, 0.004, 0.742, 0.019, 0.019, -0.002, 0.001, 0.000, 0.000, 0.000, -0.015, 0.056, 0.041, 0.000, -0.002, -0.006, 0.023, -0.001, 0.064, 0.013, -0.003, 0.003, 0.000, 0.001, 0.001, 0.000, 0.000, 0.000, 0.004, 0.002, -0.002, 0.000]}

***

No. 3
{"formula": "C7H14N6", "method": "ωB97M-V/def2-TZVPD", "orbital_gap_ev": [8.6, 8.6], "charge": 2, "de_lowest_ev": 0.0000, "homo_ha": [-0.6150, -0.6150], "species": ["C", "C", "C", "C", "C", "C", "C", "N", "N", "N", "N", "N", "N", "H", "H", "H", "H", "H", "H", "H", "H", "H", "H", "H", "H", "H", "H"], "positions_angstrom": [[-0.582339, -1.383869, 1.309977], [-0.769501, -0.150772, 2.106286], [0.080119, -1.590687, -0.013429], [-1.455982, -1.992090, 3.231367], [0.076833, 1.464471, 0.584709], [1.617162, 1.031469, -3.486718], [0.329503, 0.316504, -3.090671], [-0.994662, -2.393572, 1.975392], [-0.471529, 1.106653, 1.795398], [-0.219857, -0.630784, -1.009549], [-1.295484, -0.551720, 3.245598], [0.289660, 2.730043, 0.441773], [0.560037, -0.517234, -1.958089], [1.164297, -1.726886, 0.143520], [-0.305119, -2.561009, -0.373531], [-2.494789, -2.307679, 3.398295], [-0.863991, -2.486222, 4.016356], [1.489418, 1.516748, -4.450165], [1.893291, 1.780873, -2.750680], [2.436863, 0.324370, -3.594770], [0.028250, -0.329792, -3.927198], [-0.498730, 0.995115, -2.876740], [-0.669749, 1.828596, 2.501032], [-1.576885, 0.026838, 4.026069], [0.083739, 3.435344, 1.153580], [0.684757, 3.093012, -0.414528], [1.464686, -1.027720, -1.983284]], "forces_ev_per_angstrom": [[-0.2, -0.2, 0.1], [-0.2, -0.4, 0.7], [0.9, -1.1, 0.5], [-0.3, -0.4, 0.9], [0.4, -0.9, -0.8], [-0.1, 0.0, 0.2], [-0.3, 0.9, -1.5], [0.4, -0.1, -1.0], [-0.2, 1.1, 0.7], [-0.3, 0.9, -1.4], [0.1, 0.5, -0.3], [-0.2, 0.5, 0.5], [0.2, -1.2, 1.3], [-0.2, 0.1, -0.1], [0.1, 0.2, 0.0], [0.1, 0.2, -0.1], [0.0, 0.2, -0.1], [-0.1, 0.0, 0.0], [0.1, 0.1, 0.0], [0.1, -0.1, 0.0], [-0.1, -0.1, 0.3], [0.1, -0.2, 0.1], [0.0, -0.3, 0.0], [0.0, 0.1, 0.0], [0.0, 0.0, -0.2], [0.0, -0.1, 0.1], [-0.3, 0.1, 0.2]], "mulliken_charge": [0.514, 0.539, -0.714, -0.553, -0.193, -1.152, -0.293, -0.453, -0.103, -0.254, -0.107, -0.154, 0.365, 0.354, 0.453, 0.372, 0.360, 0.358, 0.294, 0.386, 0.322, 0.357, 0.299, 0.204, 0.203, 0.252, 0.344]}